{
  "formula": "C11H11BO3",
  "method": "ωB97M-V/def2-TZVPD",
  "homo_energy_ev": -8.25,
  "max_force_ev_per_a": 4.6,
  "spin_multiplicity": 1,
  "e_tot_ha": -676.2577,
  "species": ["B", "C", "C", "C", "C", "C", "C", "C", "C", "C", "C", "C", "O", "O", "O", "H", "H", "H", "H", "H", "H", "H", "H", "H", "H", "H"],
  "positions_angstrom": [[0.1738, 1.3837, -1.0043], [-2.0357, -1.6710, 2.3406], [-1.2759, -2.6049, 1.5665], [-1.8278, -0.3369, 2.1866], [-0.4417, -2.1445, 0.5663], [-0.9895, 0.1526, 1.2034], [-0.3433, -0.7701, 0.3377], [-0.7831, 1.5219, 0.6669], [1.7058, 1.7377, -1.0775], [2.6185, 0.6492, -0.5909], [1.8914, -0.5857, -0.6546], [-0.8558, 1.6182, -2.2610], [-1.1710, 2.5299, 1.2082], [2.2049, 2.7184, -1.5775], [0.4387, -0.2637, -0.6598], [-2.7239, -1.9765, 3.1509], [-1.6189, -3.5848, 1.6540], [-2.2449, 0.4954, 2.7792], [0.1056, -2.9293, -0.0346], [3.4069, 0.6837, -1.3397], [2.8886, 0.8293, 0.4697], [2.1587, -1.2050, -1.5563], [2.0467, -1.3238, 0.2111], [-1.4754, 0.7837, -2.4923], [-0.1646, 2.0246, -2.9887], [-1.6880, 2.2680, -2.1040]],
  "mulliken_charge": [0.390, -0.490, -0.715, -0.502, -0.265, 0.491, 0.565, -0.065, 0.351, -0.506, -0.442, -1.098, -0.609, -0.609, -0.293, 0.342, 0.407, 0.403, 0.372, 0.324, 0.283, 0.282, 0.389, 0.357, 0.272, 0.364]
}

=====

{
  "formula": "C11H11N2O5Os",
  "method": "ωB97M-V/def2-TZVPD",
  "homo_energy_ev": [-13.16, -13.37],
  "max_force_ev_per_a": 0.5,
  "spin_multiplicity": 1,
  "e_tot_ha": -1001.8999,
  "total_charge": 1,
  "species": ["Os", "N", "C", "C", "O", "N", "C", "C", "O", "O", "H", "H", "H", "H", "H", "H", "O", "C", "O", "C", "C", "C", "C", "C", "C", "H", "H", "H", "H", "H"],
  "positions_angstrom": [[0.6150, -0.4552, -0.4643], [-1.4302, -0.8719, -0.1855], [-1.5476, -2.3485, 0.0270], [-0.3449, -2.7916, 0.8438], [-0.3349, -3.7057, 1.6082], [0.7947, -1.9830, 0.5908], [1.9045, -1.9435, 1.5296], [2.0429, -0.4680, 1.9578], [2.6937, -0.0775, 2.8655], [1.3080, 0.3684, 1.1557], [-1.8279, -0.3782, 0.6117], [-1.9576, -0.5747, -1.0059], [-1.5270, -2.8344, -0.9482], [-2.4680, -2.6080, 0.5421], [2.8321, -2.2392, 1.0377], [1.7354, -2.5991, 2.3812], [1.1922, -1.1147, -4.2827], [1.3182, -0.8143, -3.1444], [0.2646, -0.4126, -2.3540], [2.5594, -0.8434, -2.3105], [2.7726, 0.2154, -1.3997], [3.8645, 0.1477, -0.5118], [4.6860, -0.9597, -0.5164], [4.4630, -1.9911, -1.4332], [3.4085, -1.9416, -2.3298], [2.3428, 1.1931, -1.5981], [4.0598, 0.9782, 0.1540], [5.5210, -1.0201, 0.1685], [5.1257, -2.8470, -1.4415], [3.2302, -2.7452, -3.0316]],
  "mulliken_charge": [1.139, -0.449, -0.481, 0.515, -0.513, -0.057, -0.584, 0.667, -0.506, -0.617, 0.358, 0.369, 0.279, 0.422, 0.193, 0.457, -0.470, 0.367, -0.624, 0.668, -0.686, -0.333, -0.711, -0.315, -0.616, 0.719, 0.438, 0.427, 0.437, 0.508]
}

=====

{
  "formula": "C11H11N3S",
  "method": "ωB97M-V/def2-TZVPD",
  "homo_energy_ev": -7.72,
  "max_force_ev_per_a": 4.6,
  "spin_multiplicity": 1,
  "e_tot_ha": -988.1030,
  "species": ["C", "C", "C", "C", "C", "C", "C", "C", "C", "C", "C", "N", "N", "N", "S", "H", "H", "H", "H", "H", "H", "H", "H", "H", "H", "H"],
  "positions_angstrom": [[-1.8196, -1.0448, -0.0423], [-1.3531, 0.2541, -0.3470], [-3.6921, -0.0152, 0.4659], [-0.9173, -2.1587, 0.1535], [1.2772, 2.1231, 0.4455], [1.6489, 1.1969, 1.5296], [0.5693, 1.8092, -0.6364], [1.5740, -0.1323, 1.4431], [-0.0365, 0.4248, -0.9142], [1.0637, -0.7979, 0.1352], [2.1606, -0.9869, -0.9295], [-3.0894, -1.1435, 0.3892], [0.3492, -2.0380, 0.3692], [-4.8700, 0.1581, 1.0310], [-2.6356, 1.4687, -0.0830], [-1.3736, -3.0505, 0.2054], [1.6640, 3.1911, 0.4251], [2.0095, 1.6208, 2.4170], [0.1714, 2.6150, -1.1847], [1.9695, -0.7317, 2.2678], [0.2097, -0.0781, -1.9146], [2.4308, -0.0018, -1.2867], [1.8484, -1.7295, -1.6157], [3.1574, -1.3961, -0.5809], [-4.9885, -0.1359, 1.9967], [-5.1602, 1.1172, 0.9757]],
  "mulliken_charge": [0.126, 0.277, 0.384, -0.384, -0.167, -0.301, -0.992, -0.859, -0.043, 1.105, -1.521, -0.677, -0.664, -0.468, -0.221, 0.553, 0.314, 0.476, 0.589, 0.356, 0.448, 0.385, 0.404, 0.328, 0.254, 0.298]
}

=====

{
  "formula": "C11H11N4",
  "method": "ωB97M-V/def2-TZVPD",
  "homo_energy_ev": -14.05,
  "max_force_ev_per_a": 5.8,
  "spin_multiplicity": 1,
  "e_tot_ha": -644.4022,
  "smiles": "C=C[C@@H](C#N)n1cc[n+]([C@H](C#N)C=C)c1",
  "total_charge": 1,
  "species": ["C", "C", "C", "C", "C", "C", "C", "C", "C", "C", "C", "N", "N", "N", "N", "H", "H", "H", "H", "H", "H", "H", "H", "H", "H", "H"],
  "positions_angstrom": [[3.6099, -0.4460, -0.5921], [-2.8605, 1.0960, -0.2562], [0.8497, -1.4937, -0.0922], [-0.4971, -1.6501, -0.0235], [-0.0887, 0.4464, -0.5200], [3.1543, 2.6632, 0.1596], [-3.6088, -1.2031, 1.3969], [2.8153, 1.4111, 0.4784], [-3.3285, -1.3164, 0.1314], [2.3760, 0.4584, -0.5564], [-2.5737, -0.2433, -0.5519], [4.5708, -1.0754, -0.4630], [-3.1055, 2.1297, 0.1652], [1.0596, -0.1359, -0.3500], [-1.0653, -0.4609, -0.2909], [1.5875, -2.2572, 0.2082], [-1.2040, -2.5472, 0.2867], [-0.2425, 1.4810, -0.8048], [3.7210, 3.3173, 0.8516], [3.2566, 2.9119, -0.8975], [-4.1015, -2.0218, 1.8636], [-3.3328, -0.3472, 1.9585], [2.7975, 1.0555, 1.5372], [-3.4295, -2.2136, -0.3183], [2.3439, 0.9617, -1.5617], [-2.7036, -0.5202, -1.7590]],
  "mulliken_charge": [-0.264, 0.042, -0.488, -0.227, 0.035, -0.677, -0.661, -0.288, -0.863, 0.237, 0.428, -0.328, -0.350, 0.172, 0.160, 0.385, 0.378, 0.440, 0.299, 0.279, 0.312, 0.313, 0.324, 0.708, 0.406, 0.228]
}

=====

{
  "formula": "C11H11NO",
  "method": "ωB97M-V/def2-TZVPD",
  "homo_energy_ev": -8.10,
  "max_force_ev_per_a": 3.3,
  "spin_multiplicity": 1,
  "e_tot_ha": -555.5385,
  "species": ["C", "C", "C", "C", "C", "C", "C", "C", "C", "C", "C", "N", "O", "H", "H", "H", "H", "H", "H", "H", "H", "H", "H", "H"],
  "positions_angstrom": [[-0.6574, 3.2621, -0.0961], [-0.6879, 2.6864, 1.2070], [-0.7601, 2.2294, -0.9698], [-0.9133, 1.3373, 1.0801], [-1.5239, 0.4634, 3.1513], [-0.8180, 0.2940, 2.0660], [-1.4332, -0.2375, -0.6677], [0.3202, -0.6726, 1.8549], [-0.6436, -0.8522, -1.7297], [0.0837, -1.7976, 0.7301], [0.4882, -1.3339, -0.6789], [-1.0423, 1.0394, -0.3423], [-2.2239, 0.5743, 4.0461], [-0.9197, 4.3598, -0.1668], [-0.3348, 2.9524, 2.1605], [-0.8368, 2.3028, -2.0665], [1.2795, -0.3398, 1.4222], [0.6169, -1.1886, 2.7171], [-1.1202, -1.8275, -2.1037], [-0.2970, -0.2782, -2.6741], [0.6640, -2.6443, 1.0539], [-1.0037, -2.0873, 0.8248], [1.0605, -2.1805, -1.2962], [1.1973, -0.4459, -0.6696]],
  "mulliken_charge": [-0.702, -0.303, -0.236, 0.043, 0.267, 0.106, -0.800, -0.983, -0.336, -0.756, -0.603, 0.561, -0.390, 0.301, 0.455, 0.362, 0.382, 0.518, 0.324, 0.292, 0.448, 0.383, 0.344, 0.323]
}

=====

{
  "formula": "C11H11NOS",
  "method": "ωB97M-V/def2-TZVPD",
  "homo_energy_ev": -8.15,
  "max_force_ev_per_a": 3.8,
  "spin_multiplicity": 1,
  "e_tot_ha": -953.8134,
  "smiles": "[H]/N=C1/C=CC=C[C@@H]1[C@H]1C=C(O)C=CS1",
  "species": ["C", "C", "C", "C", "C", "C", "C", "C", "C", "C", "C", "N", "O", "S", "H", "H", "H", "H", "H", "H", "H", "H", "H", "H", "H"],
  "positions_angstrom": [[0.7683, 2.2804, -1.6724], [1.4166, 1.1272, -1.5568], [-0.3435, 2.6270, -0.7488], [1.2193, 0.1820, -0.4922], [-0.5327, 1.7917, 0.3477], [0.4120, 0.7358, 0.6945], [-1.7762, -1.2456, 0.8674], [0.4025, -2.1682, 0.1836], [-2.1635, -0.7306, -0.2758], [0.4918, -1.1108, -0.9659], [-0.5802, -2.0348, 1.1144], [0.4993, 0.4561, 1.9267], [-0.5942, -2.6145, 2.3217], [-1.1151, -0.8059, -1.7319], [0.9741, 2.9929, -2.5897], [1.9800, 0.8804, -2.4438], [-0.7517, 3.7001, -0.9168], [2.1430, -0.0891, -0.1338], [-1.0588, 2.1748, 1.2550], [-2.4520, -1.0120, 1.6373], [1.3725, -2.6764, 0.3771], [-2.9213, 0.0812, -0.3448], [1.2296, -1.2811, -1.7393], [1.2221, -0.2056, 2.2003], [0.1582, -3.0551, 2.6861]],
  "mulliken_charge": [-0.216, -0.986, -0.368, 0.660, -0.731, 0.273, -0.630, -0.760, -0.388, -0.136, 0.735, -0.771, -0.508, -0.223, 0.239, 0.323, 0.301, 0.603, 0.384, 0.346, 0.264, 0.408, 0.564, 0.292, 0.323]
}

=====

{
  "formula": "C11H11OP",
  "method": "ωB97M-V/def2-TZVPD",
  "homo_energy_ev": -8.70,
  "max_force_ev_per_a": 4.4,
  "spin_multiplicity": 1,
  "e_tot_ha": -842.2817,
  "smiles": "C=C[P@@]1(=O)CC=Cc2ccccc21",
  "species": ["C", "C", "C", "C", "C", "C", "C", "C", "C", "C", "C", "O", "P", "H", "H", "H", "H", "H", "H", "H", "H", "H", "H", "H"],
  "positions_angstrom": [[-2.4169, -0.6122, 1.9881], [-2.4548, -1.4005, 0.9377], [-1.5074, 0.3834, 2.1773], [-1.4489, -1.3149, -0.0469], [-0.4691, 0.4703, 1.2242], [-0.4131, -0.4845, 0.1907], [0.7387, 1.2400, 1.7113], [1.9746, 1.2084, 1.1640], [0.0579, 0.1539, -3.5404], [0.3826, 0.5984, -2.3204], [2.5245, 0.3822, 0.0228], [1.2431, -1.8993, -1.5822], [0.8793, -0.5583, -1.0307], [-3.1103, -0.9569, 2.7395], [-3.3442, -2.0140, 0.8590], [-1.3727, 0.9314, 3.1613], [-1.2390, -2.0037, -0.8857], [0.5541, 2.0180, 2.4543], [2.8836, 1.6869, 1.5810], [-0.3243, 0.9193, -4.2827], [0.1879, -0.8332, -3.8776], [0.4477, 1.7408, -2.2381], [3.1540, 0.9218, -0.7344], [3.0726, -0.5772, 0.3281]],
  "mulliken_charge": [-0.276, -0.698, -0.779, -0.343, 0.861, 0.409, -0.279, -0.467, -0.610, -0.237, -1.012, -0.729, 0.666, 0.335, 0.349, 0.241, 0.419, 0.287, 0.302, 0.215, 0.356, 0.259, 0.412, 0.318]
}

=====

{
  "formula": "C11H12BrClLa",
  "method": "ωB97M-V/def2-TZVPD",
  "homo_energy_ev": -4.06,
  "max_force_ev_per_a": 3.1,
  "spin_multiplicity": 1,
  "e_tot_ha": -3492.2203,
  "total_charge": -1,
  "species": ["C", "C", "C", "H", "C", "C", "H", "H", "H", "H", "La", "Br", "C", "C", "C", "H", "C", "C", "H", "H", "H", "H", "Cl", "C", "H", "H"],
  "positions_angstrom": [[-0.1084, 1.8927, -2.1414], [0.7334, 2.1054, -0.9954], [1.1257, 0.8464, -0.4714], [1.0604, 3.0202, -0.5145], [0.4756, -0.1818, -1.2013], [-0.2297, 0.4765, -2.2623], [-0.8143, -0.0402, -3.0318], [-0.4713, 2.6546, -2.8254], [1.6589, 0.7555, 0.4875], [0.5338, -1.2870, -1.0001], [-1.3988, 1.1869, 0.0859], [-1.2328, 3.8578, 0.7482], [-4.0770, -1.3062, -1.1826], [-3.3681, -1.4452, -2.4234], [-3.2874, -0.1645, -3.0312], [-3.0436, -2.3933, -2.8566], [-3.9362, 0.7902, -2.1717], [-4.3998, 0.0787, -1.0129], [-4.9814, 0.5018, -0.1799], [-4.3855, -2.1133, -0.4924], [-2.9148, 0.0598, -4.0324], [-4.1596, 1.8483, -2.4054], [-1.2094, 0.1130, 3.2773], [-0.1318, -0.1343, 1.9857], [0.7945, 0.4149, 2.2410], [0.0195, -1.1925, 1.8104]],
  "mulliken_charge": [-0.652, -0.914, -0.369, 0.642, -0.714, -0.266, 0.491, 0.445, 0.604, 0.337, 1.375, -0.696, -0.421, -0.499, -0.516, 0.383, -0.608, -0.840, 0.503, 0.353, 0.534, 0.393, -0.284, -0.877, 0.258, 0.335]
}